The following is a DFT calculation (ωB97M-V/def2-TZVPD) of 10 unconnected molecules or ions with the total composition C33H40F9O31S.

Values from the calculation:
Energy relative to the best compared isomer or geometry (same formula, charge and spin), kJ/mol: 693.7
E_LUMO, eV: 1.342
Total energy, Ha: -4910.90183
F_max, eV/Å: 7.6
HOMO energy, Eh: -0.2233
Charge: -1

Last column: Löwdin charge in e.
Positions of all 114 atoms, in Å:
C: 6.78777 -1.06226 -0.75571  -0.11
C: 5.45705 -0.23821 -1.31818  -0.37
C: 5.03180 1.04597 -0.39222  -0.11
C: 4.19014 -1.24773 -1.69282  -0.27
C: 3.43129 -0.51025 -2.98810  -0.09
C: 3.18316 -1.54688 -0.43475  -0.23
O: 2.41783 -2.79967 -0.52957  -0.29
S: 1.55513 -2.98042 0.96156  0.75
O: 2.49076 -3.45448 2.13658  -0.45
O: 0.35386 -3.98926 0.82324  -0.44
O: 0.85572 -1.49546 1.50560  -0.49
H: 7.51153 -0.22393 -0.31087  0.08
H: 7.28110 -1.56407 -1.71360  0.08
H: 6.45576 -1.85521 0.03872  0.08
H: 5.80348 0.21281 -2.36781  0.13
H: 4.59165 1.91618 -1.07008  0.09
H: 6.04325 1.48268 0.06743  0.08
H: 4.34747 0.79829 0.52380  0.08
H: 4.57672 -2.28192 -2.11939  0.14
H: 2.38526 -0.97620 -3.22836  0.09
H: 4.21203 -0.60539 -3.88134  0.09
H: 3.40465 0.63485 -2.71065  0.08
H: 2.48336 -0.58811 -0.32134  0.13
H: 3.86663 -1.64867 0.53441  0.13
C: -1.48187 1.21133 -2.68693  -0.08
C: -0.59329 0.53530 -1.69946  -0.32
O: 0.51799 0.14118 -2.47187  0.11
C: 0.59596 1.05968 -3.47534  -0.50
O: 1.57676 1.21877 -4.18285  0.11
O: -0.55715 1.78715 -3.58764  0.06
F: -1.18192 -0.57558 -1.20235  0.09
H: -2.12592 0.50950 -3.22733  0.15
H: -2.10905 1.97862 -2.22507  0.12
H: -0.26127 1.18045 -0.87905  0.18
C: 2.65328 -0.88166 5.49689  -0.07
C: 1.35843 -0.23961 5.13244  -0.32
O: 1.62780 1.13850 5.25550  0.13
C: 2.95759 1.26520 4.98666  -0.52
O: 3.50530 2.32340 4.72570  0.13
O: 3.60232 0.05970 5.03741  0.08
F: 0.39194 -0.56552 6.01976  0.08
H: 2.76986 -1.01669 6.57743  0.12
H: 2.79080 -1.84872 5.00567  0.15
H: 1.01950 -0.45904 4.11435  0.17
C: 2.35452 -6.61839 3.39022  -0.07
C: 2.54371 -7.03124 4.80989  -0.33
O: 3.28475 -8.22610 4.70965  0.13
C: 4.01061 -8.09801 3.56362  -0.51
O: 4.96887 -8.79688 3.27870  0.13
O: 3.53848 -7.08485 2.77490  0.08
F: 1.35681 -7.31382 5.39221  0.07
H: 1.48870 -7.09788 2.92137  0.15
H: 2.25695 -5.53484 3.28165  0.12
H: 3.09461 -6.30629 5.41855  0.18
C: 3.28795 -1.11510 -8.43789  -0.08
C: 4.33123 -1.68884 -7.54119  -0.33
O: 3.69063 -1.74975 -6.28707  0.13
C: 2.36803 -1.91156 -6.57205  -0.50
O: 1.53299 -2.27701 -5.76148  0.15
O: 2.09199 -1.62168 -7.88019  0.07
F: 5.39038 -0.85500 -7.43833  0.08
H: 3.26426 -0.02045 -8.41412  0.15
H: 3.40577 -1.44099 -9.47486  0.14
H: 4.67074 -2.68921 -7.83018  0.18
C: 3.99033 2.12292 8.40717  -0.07
C: 3.06864 1.08083 8.94218  -0.33
O: 3.14607 1.25785 10.33844  0.14
C: 3.42652 2.57977 10.51320  -0.50
O: 3.30090 3.17189 11.57220  0.14
O: 3.85882 3.16398 9.35419  0.08
F: 3.51782 -0.15905 8.64454  0.08
H: 5.03331 1.79035 8.37595  0.16
H: 3.70023 2.46196 7.40903  0.13
H: 2.02933 1.18974 8.61431  0.18
C: -1.77706 6.80969 -1.78867  -0.08
C: -2.74447 5.77473 -2.25196  -0.33
O: -1.92173 4.67870 -2.58167  0.14
C: -0.83820 4.78983 -1.76296  -0.48
O: -0.04176 3.88950 -1.55572  0.16
O: -0.75667 6.03194 -1.19550  0.08
F: -3.38393 6.17939 -3.37223  0.08
H: -1.35499 7.39429 -2.61298  0.15
H: -2.21910 7.49653 -1.06186  0.14
H: -3.47498 5.47194 -1.49421  0.16
C: -6.78112 2.55542 -3.37865  -0.08
C: -5.50336 1.81396 -3.57684  -0.32
O: -4.59419 2.49528 -2.74252  0.13
C: -5.35229 2.99810 -1.72806  -0.49
O: -4.89806 3.41103 -0.67401  0.14
O: -6.68579 2.97624 -2.03263  0.07
F: -5.07457 1.92486 -4.85414  0.09
H: -6.86673 3.43310 -4.02807  0.14
H: -7.65822 1.92039 -3.52969  0.15
H: -5.54765 0.75829 -3.28856  0.18
C: -2.73734 -4.90376 0.70580  -0.08
C: -3.07440 -6.32174 0.39371  -0.33
O: -4.44429 -6.41279 0.71306  0.13
C: -4.94082 -5.16108 0.50481  -0.51
O: -6.12919 -4.90347 0.40850  0.12
O: -3.94366 -4.22942 0.40913  0.08
F: -2.39249 -7.16779 1.19799  0.08
H: -2.48580 -4.75039 1.76060  0.15
H: -1.91583 -4.52648 0.09083  0.13
H: -2.92152 -6.59914 -0.65472  0.18
C: -11.05172 5.82128 -2.07953  -0.08
C: -10.16313 5.14525 -1.09206  -0.33
O: -9.05186 4.75112 -1.86446  0.13
C: -8.97389 5.66963 -2.86793  -0.49
O: -7.99309 5.82872 -3.57545  0.15
O: -10.12700 6.39709 -2.98024  0.08
F: -10.75177 4.03437 -0.59495  0.08
H: -11.69576 5.11945 -2.61992  0.15
H: -11.67889 6.58857 -1.61767  0.15
H: -9.83111 5.79039 -0.27165  0.18

Cartesian forces, eV/Å:
-0.8 1.1 -0.6
0.1 -0.4 -0.6
1.1 0.4 0.0
-0.5 -0.3 -1.3
1.5 -0.2 1.0
1.8 2.0 0.7
-0.8 1.0 2.0
-4.4 0.8 6.1
-1.8 1.3 -4.4
4.4 2.9 -0.9
3.1 -4.8 -2.8
-1.4 -2.2 -0.8
-0.9 0.9 2.3
0.9 1.5 -1.5
-0.8 -0.9 2.2
0.6 -2.0 1.6
-2.2 -0.9 -1.0
1.1 0.4 -1.9
-0.5 2.0 1.1
2.3 1.0 0.4
-2.0 0.1 1.7
-0.4 -2.4 -0.7
1.3 -2.4 -0.1
-1.5 0.4 -1.9
-1.1 0.6 0.0
-0.2 -0.7 0.8
-0.1 1.0 -0.5
2.1 0.5 -1.8
-2.5 -0.1 1.2
1.0 -0.5 -0.2
0.0 0.0 0.1
0.1 -0.2 0.2
0.3 0.0 -0.2
0.0 -0.2 0.0
0.4 -1.4 0.2
-0.8 -0.5 -0.2
1.0 0.2 -0.3
1.5 2.1 -0.7
-1.1 -2.2 0.8
-0.3 1.4 -0.1
-0.4 0.0 0.2
-0.2 0.1 -0.1
0.1 0.3 -0.1
-0.1 -0.1 0.1
-0.7 1.2 -0.6
-0.5 -0.1 0.3
0.6 0.3 -0.4
2.2 -1.3 -1.4
-2.1 1.5 0.7
0.8 -1.1 0.7
-0.2 0.0 0.4
0.0 0.0 0.3
0.2 -0.1 -0.3
-0.2 -0.1 0.1
-0.2 0.4 -1.2
0.6 0.3 0.4
-0.6 -0.4 -0.7
-2.7 -0.8 2.5
2.1 1.0 -2.2
0.1 -0.3 0.8
0.4 0.0 0.0
0.2 -0.1 0.2
-0.2 0.0 0.2
0.2 0.1 0.1
0.5 0.4 -1.2
-0.1 -0.6 -0.1
-0.1 0.8 -0.1
0.0 1.8 2.6
0.4 -1.4 -2.5
-0.5 -0.3 1.1
-0.1 -0.4 0.0
-0.2 -0.2 0.1
0.1 0.1 0.2
0.1 -0.2 0.0
0.1 1.2 0.4
-0.6 -0.1 -0.5
0.4 0.2 0.8
2.4 -2.3 0.6
-1.9 2.2 -0.4
0.0 -1.0 -0.3
-0.3 0.0 -0.2
-0.2 -0.2 -0.1
0.2 -0.2 0.0
0.0 0.0 -0.2
-1.2 0.1 -0.5
0.4 -0.2 -0.8
-0.7 0.0 0.7
0.7 1.2 2.5
-1.0 -0.7 -2.4
1.2 0.0 0.6
0.1 -0.2 -0.2
0.2 -0.1 0.0
0.1 0.1 0.2
0.1 0.1 -0.2
1.4 0.7 -0.1
0.5 -0.5 0.3
-0.3 0.7 -0.5
-2.5 1.2 -0.1
2.5 -0.6 0.3
-1.4 -0.8 -0.1
0.1 -0.4 0.0
0.0 -0.2 -0.1
-0.2 0.1 0.2
0.0 -0.2 0.2
-1.2 0.5 -0.1
-0.1 -0.7 0.6
-0.1 0.9 -0.4
2.4 0.5 -2.0
-2.3 -0.5 1.6
1.0 -0.4 0.0
0.0 -0.1 0.2
0.1 -0.1 0.2
0.2 0.0 -0.2
0.0 -0.2 0.0

=====

The following is a DFT calculation (ωB97M-V/def2-TZVPD) of 2 unconnected molecules or ions with the total composition C10H20FN2O5S.

Values from the calculation:
E_LUMO, eV: -4.181
Total energy, Ha: -1376.42085
F_max, eV/Å: 2.1
HOMO energy, Eh: -0.4574
Charge: +1

Last column: Löwdin charge in e.
Positions of all 39 atoms, in Å:
C: 1.50451 1.25431 1.31801  0.06
C: 0.54484 1.29179 2.28877  -0.10
C: -0.88215 1.70506 2.09039  -0.27
C: -1.08106 3.21840 1.99435  -0.13
N: -2.51688 3.44392 2.26469  -0.04
C: -3.39116 2.77955 1.29301  -0.16
C: -3.00093 1.32672 0.97508  -0.27
S: -3.72673 0.08353 2.08622  0.64
O: -3.02360 -1.12047 1.86065  -0.21
O: -3.76222 0.56285 3.40282  -0.20
F: -5.19185 -0.01040 1.59442  -0.09
N: -1.53628 1.14008 0.85255  0.12
H: 1.46059 0.50445 0.51691  0.06
H: 2.36815 1.91823 1.32030  0.08
H: 0.82970 0.99546 3.30155  0.13
H: -1.43571 1.39095 2.98186  0.15
H: -0.86680 3.60333 0.97740  0.14
H: -0.51993 3.75972 2.75342  0.14
H: -2.70977 4.43914 2.24468  0.13
H: -3.45961 3.31731 0.33230  0.14
H: -4.40049 2.76683 1.71866  0.14
H: -3.42605 1.09886 -0.01033  0.16
H: -1.25303 0.17973 0.63015  0.19
H: -1.24228 1.75665 0.08426  0.19
C: 2.58399 -3.13563 -4.90878  -0.06
C: 3.70807 -2.50722 -4.11344  -0.20
O: 3.21431 -1.83165 -2.94188  0.04
C: 2.88675 -2.62054 -1.92276  -0.61
O: 2.97460 -3.81741 -1.88470  0.14
O: 2.41946 -1.84248 -0.93049  -0.02
C: 1.94387 -2.57056 0.20146  -0.05
H: 1.82174 -2.39168 -5.14713  0.08
H: 2.96405 -3.56080 -5.83725  0.08
H: 2.09538 -3.92908 -4.34404  0.08
H: 4.20173 -1.74462 -4.71303  0.12
H: 4.46359 -3.24189 -3.83604  0.13
H: 2.69118 -3.26578 0.57700  0.10
H: 1.02713 -3.10290 -0.05283  0.10
H: 1.72288 -1.84379 0.98180  0.07

Cartesian forces, eV/Å:
-0.4 -0.3 -0.3
0.5 0.0 -0.4
0.7 -1.5 1.0
-1.4 0.2 -0.2
0.3 -0.4 -0.3
0.1 0.4 0.3
-1.5 0.0 -1.1
1.0 -0.3 1.2
0.0 -0.6 -1.2
-0.4 1.0 0.8
0.5 0.2 -0.5
-0.2 0.5 0.3
-0.8 1.5 -1.2
1.0 -1.4 1.1
0.1 2.0 0.4
-0.3 -0.1 -0.4
0.7 -0.2 0.2
0.2 -0.2 -0.2
-0.1 -0.1 0.2
0.2 -0.1 0.1
0.1 -0.1 -0.2
0.0 -0.1 0.2
-0.2 -0.1 0.2
0.2 -0.4 -0.1
-0.3 0.0 0.2
0.1 -0.2 -0.5
0.0 0.1 0.2
0.0 0.0 -0.3
0.0 0.1 0.1
0.0 0.1 0.1
-0.1 -0.1 0.2
0.1 0.1 -0.1
0.0 0.0 0.0
0.1 -0.1 0.0
-0.1 0.2 0.2
-0.1 0.0 0.2
0.0 -0.1 -0.1
0.1 -0.1 0.0
0.1 0.1 -0.1

=====

The following is a DFT calculation (ωB97M-V/def2-TZVPD) of a molecular structure, C27H66N13OPTi.

Values from the calculation:
E_LUMO (spin up / spin down), eV: -4.397 / -4.395
Total energy, Ha: -3045.83842
F_max, eV/Å: 3.0
HOMO energy (spin up / spin down), Eh: -0.4325 / -0.4324
Charge: +2

Last column: Löwdin charge in e.
Positions of all 109 atoms, in Å:
Ti: 0.05970 -0.17600 -0.28530  0.96
C: 4.28280 2.18110 -0.15370  -0.03
N: 3.26890 1.18690 0.10180  -0.12
C: 2.41270 1.41910 1.24400  -0.05
C: 3.26580 -0.04460 -0.47890  -0.38
N: 2.15500 -0.74480 -0.48390  0.02
C: 2.34380 -2.19460 -0.54520  -0.15
C: 1.08610 -2.95920 -0.98610  -0.12
N: -0.06860 -2.07900 -0.95730  -0.32
C: -0.17200 -1.21070 -2.08670  -0.12
C: -0.44800 1.23500 -1.82130  -0.22
N: 0.09300 2.05910 -0.82810  -0.04
C: 0.90660 3.05910 -1.13110  -0.36
N: 0.99460 4.07420 -0.22450  -0.13
C: 0.01010 4.17610 0.82410  -0.04
C: 2.02790 5.08330 -0.17760  -0.06
N: 1.59710 3.20670 -2.30950  -0.15
C: 2.25570 2.10130 -2.96770  -0.06
C: 1.57160 4.42860 -3.08990  -0.04
C: -1.26200 -2.70090 -0.40260  -0.14
C: -2.45980 -1.77350 -0.53570  -0.19
N: -2.11370 -0.44440 -0.05570  0.01
C: -3.10980 0.40680 0.02410  -0.37
N: -4.32630 0.21280 -0.58260  -0.15
C: -4.48020 -0.13110 -1.97980  -0.04
C: -5.58430 0.44780 0.09800  -0.04
N: -2.96320 1.53780 0.76580  -0.12
C: -2.14100 1.54150 1.95170  -0.05
C: -3.79190 2.70690 0.58820  -0.03
N: 4.46410 -0.48590 -0.98640  -0.16
C: 5.68810 -0.37310 -0.22470  -0.04
C: 4.63330 -1.00500 -2.32630  -0.04
H: 3.80170 3.15780 -0.17730  0.07
H: 4.74860 2.00340 -1.11810  0.10
H: 5.05840 2.19630 0.61570  0.10
H: 2.44650 2.47410 1.50370  0.09
H: 2.75260 0.82160 2.09660  0.09
H: 1.37700 1.12540 0.99350  0.03
H: 2.60260 -2.49970 0.47330  0.09
H: 3.17270 -2.48310 -1.19440  0.10
H: 0.92250 -3.80040 -0.30850  0.12
H: 1.22090 -3.37310 -1.99560  0.14
H: -1.09030 -1.27680 -2.66910  0.10
H: 0.70600 -1.27780 -2.73170  0.10
H: -1.54010 1.25680 -1.78050  0.06
H: -0.09850 1.39500 -2.84500  0.08
H: -0.22590 5.22490 1.01490  0.10
H: 0.36180 3.72860 1.76010  0.09
H: -0.87900 3.65260 0.48580  0.06
H: 1.59740 6.08260 -0.30380  0.11
H: 2.76900 4.92730 -0.95600  0.07
H: 2.52480 5.06550 0.80050  0.10
H: 2.21230 1.21400 -2.33790  0.06
H: 3.30350 2.36570 -3.14490  0.10
H: 1.80910 1.87880 -3.94200  0.10
H: 0.92250 5.16230 -2.62260  0.10
H: 1.17720 4.21480 -4.08840  0.10
H: 2.57230 4.85450 -3.21080  0.10
H: -1.06550 -2.87910 0.66170  0.11
H: -1.49420 -3.65880 -0.89220  0.15
H: -3.30060 -2.17450 0.04780  0.15
H: -2.77720 -1.76440 -1.58460  0.09
H: -3.53990 -0.00510 -2.51300  0.09
H: -5.21280 0.54170 -2.43230  0.10
H: -4.84810 -1.15420 -2.10750  0.10
H: -5.42780 0.58460 1.16280  0.10
H: -6.22150 -0.42760 -0.03720  0.10
H: -6.12220 1.31040 -0.30470  0.10
H: -1.34290 0.80590 1.82940  0.04
H: -2.74790 1.30000 2.83350  0.11
H: -1.71050 2.52920 2.10380  0.08
H: -4.49240 2.83680 1.41900  0.11
H: -4.34490 2.64500 -0.34310  0.09
H: -3.14450 3.58410 0.54130  0.09
H: 5.46570 -0.05700 0.79070  0.09
H: 6.38930 0.32520 -0.68690  0.10
H: 6.16730 -1.35330 -0.17760  0.10
H: 3.69350 -0.96830 -2.87420  0.09
H: 5.01570 -2.03200 -2.32280  0.10
H: 5.36590 -0.38500 -2.85560  0.10
C: 1.45800 -3.91470 2.58270  -0.11
N: 1.90990 -2.57370 2.91390  -0.30
C: 3.30920 -2.49170 3.27800  -0.10
P: 0.75150 -1.40530 3.20330  0.61
O: 0.19260 -0.85620 1.92970  -0.34
N: 1.52520 -0.17760 4.07220  -0.30
C: 0.96340 1.16160 4.02410  -0.11
C: 1.99850 -0.49480 5.41050  -0.10
N: -0.46040 -2.15180 4.11050  -0.29
C: -1.62180 -1.32280 4.38300  -0.09
C: -0.15750 -3.05250 5.21090  -0.10
H: 2.02370 -4.29880 1.72840  0.08
H: 0.39920 -3.87930 2.32760  0.08
H: 1.60230 -4.61890 3.41030  0.09
H: 3.92530 -2.86270 2.45390  0.09
H: 3.54230 -3.10170 4.15640  0.10
H: 3.57220 -1.45670 3.47040  0.07
H: 0.46090 1.31890 3.07380  0.04
H: 1.77360 1.88700 4.13120  0.10
H: 0.24740 1.33200 4.83470  0.10
H: 1.24390 -0.26390 6.16880  0.09
H: 2.88620 0.10320 5.62740  0.10
H: 2.25700 -1.54600 5.48620  0.07
H: -1.72400 -0.58550 3.59160  0.05
H: -1.53280 -0.80390 5.34460  0.09
H: -2.52240 -1.93850 4.41670  0.10
H: 0.83330 -3.48260 5.09710  0.07
H: -0.88980 -3.86250 5.22310  0.10
H: -0.20370 -2.53890 6.17720  0.09

Cartesian forces, eV/Å:
-0.9 1.7 -2.4
0.2 0.2 -0.1
0.0 -0.5 -0.1
-0.3 -0.4 0.1
0.5 0.5 0.2
-0.1 0.1 -0.5
0.3 -0.5 0.1
0.7 -0.2 0.1
0.1 -1.7 -0.2
0.1 -0.2 0.3
-0.4 -0.2 0.4
1.0 0.5 0.4
-0.4 0.3 0.4
0.1 -0.2 -0.3
-0.3 0.0 0.0
0.3 0.2 0.0
-0.1 -0.1 0.2
0.0 -0.2 0.0
0.0 0.2 -0.1
-0.9 -0.3 0.2
-0.3 -0.5 0.0
0.4 -0.2 -0.3
-0.4 0.5 0.2
0.4 0.1 0.2
0.1 -0.2 -0.2
-0.2 0.0 0.1
-0.2 -0.4 -0.2
0.2 -0.2 0.1
-0.1 0.2 -0.1
-0.4 0.2 0.1
0.1 0.0 0.1
0.0 -0.1 -0.2
0.1 0.0 0.0
0.0 0.0 0.0
0.0 0.0 0.0
-0.1 0.0 0.0
-0.1 0.1 0.0
0.7 0.7 0.6
0.0 -0.1 -0.1
-0.1 0.0 0.1
0.0 0.1 -0.1
-0.2 0.1 0.2
0.1 0.2 0.2
-0.2 0.1 0.2
0.1 0.1 -0.2
0.1 -0.5 0.2
0.1 0.0 0.0
0.0 0.0 0.0
0.0 0.0 0.2
0.0 -0.1 0.0
0.0 0.0 0.1
0.0 0.0 -0.1
0.0 0.0 -0.1
0.0 0.0 0.0
-0.1 0.0 0.1
0.0 0.1 0.0
0.0 0.0 0.1
0.0 0.0 0.0
0.0 -0.1 -0.2
0.1 0.2 0.0
0.2 -0.1 -0.2
0.1 -0.1 0.2
0.0 0.0 0.0
0.1 0.0 0.0
0.0 0.0 -0.1
0.0 0.0 0.1
0.0 0.0 0.0
0.0 0.0 0.0
-0.2 0.2 0.3
0.1 0.0 0.0
0.0 0.0 0.0
0.0 0.0 -0.1
0.0 0.0 0.0
-0.1 0.0 0.0
0.1 0.0 0.0
0.1 0.0 0.1
0.0 0.0 0.0
0.0 0.0 0.0
-0.1 0.0 0.0
-0.1 -0.1 0.0
-0.1 -0.1 -0.1
-0.7 0.4 0.6
0.2 0.1 -0.1
0.7 -0.4 0.6
-0.4 0.5 -0.3
-0.6 -0.8 -0.6
0.0 0.2 -0.2
0.1 -0.1 0.2
0.8 0.6 -0.7
-0.2 0.1 -0.1
0.1 -0.2 0.1
0.0 0.0 0.0
0.0 -0.2 0.0
0.0 0.1 -0.1
0.0 0.0 0.0
0.0 0.0 0.0
0.1 0.0 0.0
0.0 0.1 0.0
-0.1 0.1 0.0
0.0 0.0 0.0
0.0 0.0 0.0
0.0 -0.1 0.0
0.1 -0.1 0.1
-0.2 0.0 0.0
0.0 0.0 0.0
0.0 0.0 0.0
0.0 -0.1 0.0
0.0 0.0 0.0
0.0 0.0 -0.1

=====

The following is a DFT calculation (ωB97M-V/def2-TZVPD) of a single C6H12O molecule.

Values from the calculation:
Energy relative to the best compared isomer or geometry (same formula, charge and spin), kJ/mol: 259.1
E_LUMO, eV: 1.140
Total energy, Ha: -310.96060
F_max, eV/Å: 1.5
HOMO energy, Eh: -0.3493
SMILES string: CCO[C@H]1C[C@H]1C

Last column: Löwdin charge in e.
Positions of all 19 atoms, in Å:
C: -1.81417 2.23805 -0.17305  -0.08
C: -0.49217 1.51181 -0.50001  -0.25
O: 0.08536 0.71381 0.58110  -0.20
C: 1.26234 -0.16361 0.16544  -0.20
C: 1.80295 -1.32751 1.02194  -0.07
C: 1.05164 -1.62808 -0.23770  -0.28
C: -0.44085 -1.76914 -0.02425  -0.08
H: -1.69931 2.92935 0.66627  0.07
H: -2.60928 1.52627 0.06458  0.07
H: -2.15737 2.84015 -1.03816  0.08
H: 0.23890 2.27627 -0.78395  0.11
H: -0.67016 0.85982 -1.36353  0.11
H: 1.96069 0.46771 -0.35343  0.13
H: 1.33364 -1.56968 1.97421  0.11
H: 2.89114 -1.48908 1.03266  0.11
H: 1.58696 -2.15907 -1.05727  0.14
H: -0.93249 -1.75746 -0.99983  0.08
H: -0.67836 -2.67252 0.54373  0.08
H: -0.71945 -0.82708 0.48125  0.07

Cartesian forces, eV/Å:
0.3 -0.3 0.3
0.5 -0.2 -0.2
1.4 -0.4 -0.4
-0.1 1.0 0.0
-0.3 0.9 0.1
-0.5 0.8 0.0
0.0 -0.9 -0.3
0.0 -0.2 0.0
0.1 0.1 0.0
0.4 -0.4 0.3
0.1 -0.1 -0.1
0.1 0.0 0.0
0.4 0.0 0.0
-0.1 0.2 -0.2
-0.6 0.4 -0.1
-0.6 0.8 0.5
-0.2 -0.3 0.1
-0.3 0.1 -0.1
-0.6 -1.4 0.1

=====

> The lowest total energy belongs to which entry?

C33H40F9O31S

=====

> What is the F_max in the first record?

7.6 eV/Å

=====

> The lowest F_max belongs to which entry?

C6H12O